The following is a quantum chemistry calculation of a cluster of 3 separate species, C17H23O10P in total, from the OMol25 dataset.

Properties
SMILES: CCCOCC1=CC(=O)C(C)=C([PH2]=O)C1=O.O=C1OCCO1.O=C1OCCO1
LUMO energy (eV): -1.26
HOMO (eV): -9.6
Gap between HOMO and LUMO (eV): 8.4

Geometry as XYZ:
```
51
Properties=species:S:1:pos:R:3:lowdin_charge:R:1
C -4.754 -1.276 -0.153 -0.09
C -4.111 -2.665 -0.243 -0.21
C -3.599 -3.196 1.096 -0.21
O -2.837 -2.225 1.815 -0.14
C -1.447 -2.457 1.909 -0.14
C -0.644 -1.292 1.408 -0.10
C -1.132 -0.109 1.037 0.08
C -0.226 0.919 0.488 -0.32
O -0.488 2.101 0.507 0.13
C 1.065 0.435 -0.129 -0.17
C 1.719 1.328 -1.128 -0.03
C 1.558 -0.741 0.292 -0.21
P 3.158 -1.341 -0.242 0.75
O 4.341 -0.702 0.388 -0.41
C 0.824 -1.515 1.317 -0.35
O 1.394 -2.288 2.058 0.10
H -5.843 -1.340 -0.175 0.07
H -4.465 -0.752 0.757 0.06
H -4.439 -0.657 -0.994 0.06
H -3.289 -2.663 -0.961 0.09
H -4.857 -3.379 -0.604 0.11
H -2.993 -4.090 0.933 0.11
H -4.444 -3.494 1.726 0.12
H -1.145 -3.329 1.320 0.14
H -1.182 -2.647 2.954 0.14
H -2.189 0.117 1.103 0.13
H 1.527 0.995 -2.150 0.09
H 1.341 2.343 -1.015 0.09
H 2.799 1.374 -0.982 0.07
H 3.126 -1.185 -1.636 0.03
H 3.055 -2.724 -0.040 0.02
O -1.571 -1.010 -1.937 0.16
C -1.452 -0.011 -2.571 -0.58
O -2.175 1.109 -2.364 0.06
C -1.608 2.174 -3.137 -0.10
C -0.877 1.413 -4.229 -0.10
O -0.573 0.170 -3.581 0.05
H -2.396 2.824 -3.505 0.13
H -0.934 2.746 -2.499 0.13
H -1.513 1.207 -5.091 0.13
H 0.040 1.892 -4.560 0.13
O 3.777 3.632 -0.067 0.16
C 3.925 3.086 0.978 -0.57
O 4.880 3.402 1.879 0.07
C 4.624 2.682 3.090 -0.11
C 3.795 1.511 2.597 -0.11
O 3.166 2.063 1.433 0.03
H 5.563 2.389 3.551 0.13
H 4.070 3.330 3.771 0.13
H 4.398 0.658 2.281 0.11
H 3.038 1.184 3.305 0.13
```

The following is a quantum chemistry calculation of a structure of composition C17H24AgF5N3NbOS, from the OMol25 dataset.

Properties
Charge: +2
LUMO energy (spin up / spin down) (eV): -8.70 / -8.70
ΔE to the lowest compared entry with this formula, charge and spin (kJ/mol): 23.29
HOMO (spin up / spin down) (eV): -15.5 / -15.5
Gap between HOMO and LUMO (spin up / spin down) (eV): 6.8 / 6.8

Geometry as XYZ:
```
53
Properties=species:S:1:pos:R:3:lowdin_charge:R:1
N -1.400 -0.656 0.361 -0.07
C -2.427 -1.295 0.438 -0.39
O -3.426 -1.904 0.549 0.23
Ag -0.940 2.197 1.967 0.87
Nb 0.528 -0.069 0.461 1.51
N 0.590 1.620 -0.583 -0.28
N 1.168 -1.503 -0.777 -0.23
C -0.006 2.420 -1.649 -0.67
C 0.575 -2.510 -1.672 -0.64
C 0.303 3.903 -1.403 -0.03
C 0.597 1.979 -2.991 -0.01
C -1.510 2.181 -1.645 -0.04
C -0.040 -3.589 -0.780 -0.01
C 1.640 -3.151 -2.573 -0.03
C -0.487 -1.853 -2.543 -0.03
H -0.029 4.196 -0.397 0.08
H -0.232 4.520 -2.136 0.11
H 1.377 4.109 -1.499 0.09
H 1.677 2.181 -3.024 0.09
H 0.108 2.517 -3.815 0.11
H 0.441 0.903 -3.147 0.06
H -1.747 1.119 -1.769 0.07
H -1.969 2.744 -2.467 0.11
H -1.954 2.521 -0.699 0.07
H 0.741 -4.079 -0.182 0.09
H -0.547 -4.338 -1.404 0.11
H -0.775 -3.151 -0.096 0.06
H 2.350 -3.772 -2.009 0.09
H 2.196 -2.390 -3.136 0.10
H 1.133 -3.807 -3.294 0.11
H -0.897 -2.613 -3.221 0.11
H -0.037 -1.052 -3.144 0.07
H -1.302 -1.445 -1.939 0.05
C 2.018 1.899 -0.248 -0.13
H 2.402 1.126 0.469 0.03
H 2.660 1.891 -1.143 0.11
H 2.122 2.866 0.271 0.11
C 2.529 -1.825 -0.296 -0.12
H 2.775 -1.239 0.610 0.04
H 2.596 -2.895 -0.037 0.11
H 3.272 -1.592 -1.078 0.11
F -3.793 0.745 5.537 0.17
C -2.614 0.555 4.903 -0.08
C -1.780 1.632 4.649 -0.13
F -2.157 2.893 4.956 0.14
C -0.498 1.419 4.082 -0.34
F 0.526 2.275 4.426 0.06
C -0.137 0.102 3.640 -0.52
S 1.359 -0.122 2.698 0.68
C -1.027 -0.943 3.872 -0.22
F -0.746 -2.193 3.423 0.10
C -2.221 -0.741 4.554 -0.08
F -2.983 -1.787 4.934 0.17
```

The following is a quantum chemistry calculation of a structure of composition C17H24AuBrNOSb2, from the OMol25 dataset.

Properties
Charge: -1
LUMO energy (spin up / spin down) (eV): 2.43 / 2.43
ΔE to the lowest compared entry with this formula, charge and spin (kJ/mol): 362.36
HOMO (spin up / spin down) (eV): -2.2 / -2.2
Gap between HOMO and LUMO (spin up / spin down) (eV): 4.6 / 4.6

Geometry as XYZ:
```
47
Properties=species:S:1:pos:R:3:lowdin_charge:R:1
Au -0.022 0.003 0.012 0.56
C 3.993 2.752 0.307 -0.41
Sb 2.441 1.230 0.271 1.28
C 1.456 2.059 1.998 -0.35
C 3.515 -0.267 1.437 -0.36
C 4.426 -1.096 0.562 -0.29
C 5.576 -0.480 0.048 -0.07
C 6.471 -1.184 -0.751 -0.11
C 6.233 -2.519 -1.052 -0.11
C 5.099 -3.154 -0.555 -0.07
C 4.180 -2.463 0.250 -0.28
C 2.959 -3.207 0.734 -0.35
Sb 1.151 -2.345 -0.134 1.31
C 1.474 -3.220 -2.082 -0.31
C -0.129 -3.956 0.549 -0.33
H 4.784 2.508 -0.423 -0.03
H 4.428 2.822 1.321 -0.02
H 3.547 3.725 0.034 -0.02
H 2.190 2.242 2.804 0.06
H 0.652 1.290 2.365 -0.24
H 0.964 3.011 1.724 0.08
H 2.724 -0.874 1.905 0.02
H 4.085 0.193 2.264 0.07
H 5.791 0.554 0.279 0.09
H 7.355 -0.692 -1.136 0.09
H 6.931 -3.066 -1.673 0.09
H 4.933 -4.194 -0.809 0.10
H 2.915 -3.192 1.838 0.06
H 2.984 -4.266 0.418 0.05
H 1.725 -4.290 -1.973 0.00
H 2.305 -2.698 -2.585 0.01
H 0.556 -3.119 -2.685 0.00
H 0.336 -4.928 0.311 0.00
H -1.109 -3.883 0.046 0.02
H -0.270 -3.876 1.638 -0.04
Br -1.029 -3.284 4.585 0.73
C -0.612 -1.579 3.895 -0.67
C -0.429 -0.494 4.751 -0.13
C -0.124 0.742 4.208 -0.01
C -0.016 0.845 2.823 -0.27
N -0.187 -0.186 1.970 -0.19
C -0.483 -1.381 2.530 -0.21
H -0.521 -0.607 5.826 0.10
H 0.027 1.608 4.841 0.12
H 0.250 1.875 2.297 0.03
H -0.616 -2.189 1.827 0.01
O 0.091 0.153 -1.672 -0.99
```

The following is a quantum chemistry calculation of a cluster of 5 separate species, C17H24BrCl16INO3 in total, from the OMol25 dataset.

Properties
Charge: +1
LUMO energy (eV): -2.66
HOMO (eV): -11.9
Gap between HOMO and LUMO (eV): 9.3

Geometry as XYZ:
```
63
Properties=species:S:1:pos:R:3:lowdin_charge:R:1
C 3.625 1.839 1.556 -0.09
O 3.887 2.043 0.182 -0.20
C 2.855 2.690 -0.503 -0.22
C 1.683 1.735 -0.801 -0.11
C 0.343 2.462 -0.965 -0.09
N -0.780 1.695 -0.322 0.00
C -1.479 0.804 -1.337 -0.19
C -2.013 -0.462 -0.626 -0.13
C -1.104 -1.676 -0.770 -0.31
C 0.215 -1.532 -0.007 -0.68
I 0.962 -3.387 0.731 0.85
C -2.547 1.560 -2.144 -0.13
O -3.349 2.446 -1.401 -0.08
C -2.589 3.349 -0.636 -0.13
C -1.792 2.549 0.381 -0.27
C -1.186 3.362 1.514 -0.09
C -1.049 2.653 2.853 -0.77
O -0.233 2.969 3.648 0.08
Br -2.262 1.194 3.263 0.81
H 3.139 2.700 2.025 0.10
H 3.009 0.946 1.716 0.07
H 4.568 1.666 2.070 0.04
H 3.287 3.019 -1.449 0.14
H 2.507 3.585 0.028 0.12
H 1.898 1.173 -1.708 0.13
H 1.640 1.015 0.018 0.09
H 0.123 2.542 -2.026 0.14
H 0.403 3.477 -0.582 0.12
H -0.385 1.064 0.378 0.14
H -0.723 0.469 -2.048 0.16
H -2.162 -0.261 0.439 0.10
H -2.982 -0.707 -1.056 0.09
H -0.878 -1.897 -1.814 0.11
H -1.641 -2.536 -0.374 0.04
H 0.156 -0.866 0.855 0.02
H 1.001 -1.183 -0.672 0.03
H -3.223 0.806 -2.542 0.14
H -2.102 2.061 -3.012 0.14
H -3.296 3.953 -0.074 0.15
H -1.945 3.971 -1.268 0.15
H -2.515 1.858 0.811 0.09
H -1.803 4.246 1.688 0.15
H -0.188 3.743 1.304 0.12
C 7.714 2.122 1.066 -2.05
Cl 6.983 3.599 0.428 0.53
Cl 7.204 0.739 0.094 0.54
Cl 9.469 2.267 1.018 0.54
Cl 7.190 1.885 2.740 0.54
C -4.514 -4.097 -1.054 -2.03
Cl -3.318 -3.976 -2.359 0.51
Cl -5.756 -5.272 -1.463 0.55
Cl -3.711 -4.574 0.441 0.54
Cl -5.279 -2.512 -0.825 0.53
C 1.171 -2.371 4.990 -2.06
Cl 1.870 -1.239 3.819 0.47
Cl 1.879 -3.967 4.751 0.53
Cl 1.509 -1.806 6.623 0.55
Cl -0.577 -2.454 4.738 0.50
C -2.582 -7.900 -4.467 -2.05
Cl -3.268 -9.475 -4.856 0.54
Cl -2.545 -6.895 -5.920 0.52
Cl -3.573 -7.103 -3.237 0.48
Cl -0.939 -8.104 -3.851 0.52
```

no.,DFT total energy (eV)
1,-47765.0296
2,-54491.2310
3,-108349.8969
4,-304144.2063